[1]
{"formula": "C6H39NO13", "method": "ωB97M-V/def2-TZVPD", "orbital_gap_ev": [9.47, 5.93], "e_homo_ev": [-13.087, -13.087], "multiplicity": 2, "fmax_ev_per_a": 9.42, "e_lumo_ev": [-3.6, -7.2], "total_charge": 1, "relative_energy_kcal_mol": 121.1, "species": ["C", "C", "C", "C", "C", "N", "C", "H", "H", "H", "H", "H", "H", "H", "H", "H", "H", "H", "H", "H", "H", "H", "O", "H", "H", "O", "H", "H", "O", "H", "H", "O", "H", "H", "O", "H", "H", "O", "H", "H", "O", "H", "H", "O", "H", "H", "O", "H", "H", "O", "H", "H", "O", "H", "H", "O", "H", "H", "O"], "positions_angstrom": [[-4.23135, 1.55702, -1.20272], [-4.19610, 1.47412, 0.33277], [-4.10357, -0.00509, 0.75653], [-2.86834, -0.17341, 1.65634], [-1.67667, 0.15153, 1.14608], [-0.44405, -0.46047, 1.58408], [-3.00188, -0.99103, 2.87568], [-4.16485, 2.50028, -1.76643], [-3.46619, 1.03807, -1.66510], [-5.07566, 1.05987, -1.64265], [-5.15619, 1.89652, 0.71669], [-3.40742, 1.97117, 0.83682], [-5.10923, -0.32945, 1.33772], [-3.90030, -0.35854, -0.19215], [-1.47652, 0.87517, 0.35146], [-0.53702, -1.01812, 2.40729], [0.26475, 0.16436, 1.55494], [-3.96957, -1.30046, 3.01259], [-2.89321, -0.45149, 3.80088], [-2.27856, -1.85809, 2.98875], [-1.14617, -3.42845, -1.23184], [-1.48522, -2.23638, -0.39736], [-1.83112, -3.08450, -0.85307], [-0.26019, 2.89733, -1.52982], [-0.41918, 2.33475, -0.30289], [-0.75874, 3.16785, -0.72136], [3.19336, 3.10319, -2.90820], [3.29548, 2.03425, -1.82592], [3.50921, 2.90362, -2.06215], [-0.14875, -1.77732, -2.42489], [-0.35358, -1.28669, -3.95612], [-0.60550, -1.24873, -3.02454], [1.36324, -2.04074, -0.46087], [0.94851, -0.53857, -0.32773], [1.09434, -1.25777, -0.91630], [2.22279, -0.95396, -2.12107], [3.65784, -1.15821, -2.48429], [2.95071, -0.63046, -2.70929], [2.33290, 4.01106, -0.75015], [1.59090, 4.46229, 0.59966], [2.43969, 4.18494, 0.14416], [1.13088, -0.07880, 3.32309], [1.70366, -1.14719, 4.21990], [1.91294, -0.73133, 3.37312], [3.55023, -0.67776, 0.97390], [3.95303, -0.15341, -0.26851], [4.39230, -0.25877, 0.65904], [2.42561, 2.01980, 0.90568], [3.17203, 0.84247, 1.50945], [2.28414, 1.14336, 1.11482], [3.08686, -2.59395, 1.60563], [3.77204, -3.39491, 0.55814], [2.99704, -2.95990, 0.76104], [0.51250, -3.99362, 0.93206], [-0.72540, -3.99129, 1.84453], [-0.08440, -3.41830, 1.42058], [1.30943, 1.52161, -4.11195], [2.51252, 0.92774, -3.53400], [2.19604, 1.74477, -3.91208]], "forces_ev_per_a": [[-0.5, 1.3, -0.1], [-2.2, 0.8, -0.6], [-1.4, 1.3, 4.2], [-3.7, -2.2, -0.5], [6.4, -0.7, 0.0], [-7.1, 0.7, -0.7], [2.3, -0.3, 0.5], [-0.2, 0.3, 1.1], [2.2, -1.4, -0.5], [-0.9, -0.2, 0.3], [0.8, -0.2, -0.1], [0.7, 1.2, -0.1], [2.6, 0.2, -1.8], [0.1, -2.3, -1.6], [-0.7, -0.3, 0.1], [0.4, -0.7, 0.2], [3.7, 2.1, -0.4], [-2.3, -1.3, -0.2], [0.7, 0.9, 0.4], [-0.8, 0.9, -0.5], [6.4, -3.3, -3.6], [-0.7, -2.4, -1.2], [-5.9, 5.5, 4.8], [-0.7, 1.4, -0.3], [-0.6, 1.2, 0.7], [1.6, -2.6, -0.5], [-0.8, -0.2, -2.0], [-0.6, -1.8, 0.0], [1.7, 2.3, 2.4], [1.6, -1.3, 0.7], [0.4, -0.6, 0.6], [-2.1, 2.2, -1.7], [0.5, -0.6, 1.2], [0.2, 0.6, 0.9], [-0.5, -0.4, -1.6], [0.4, 0.5, -0.5], [2.8, -1.8, 0.4], [-2.8, 1.4, 0.0], [-0.5, -0.4, -2.8], [1.5, -0.4, -1.5], [-1.0, 0.6, 4.5], [2.3, -1.1, 0.1], [0.5, -0.3, 0.1], [-2.4, 1.4, 0.1], [1.4, -0.2, 0.4], [1.9, 0.3, 1.7], [-2.6, -0.8, -2.2], [0.5, 3.6, -0.9], [-1.7, 0.8, -0.9], [0.2, -3.5, 1.7], [0.2, 0.7, 2.1], [2.7, -1.4, -0.6], [-3.3, 0.6, -1.5], [0.1, -0.1, 0.2], [-0.1, -0.3, -0.1], [0.2, 0.4, 0.2], [-1.5, -0.1, -0.6], [0.7, -0.7, 0.2], [0.3, 0.5, -0.3]]}



[2]
{"formula": "C6H3BeF6O8PS", "method": "ωB97M-V/def2-TZVPD", "orbital_gap_ev": 1.95, "e_homo_ev": -15.802, "fmax_ev_per_a": 7.26, "e_lumo_ev": -13.8, "total_charge": 2, "species": ["O", "C", "O", "C", "O", "C", "F", "F", "C", "F", "F", "C", "F", "F", "C", "O", "O", "O", "P", "O", "O", "S", "H", "H", "H", "Be"], "positions_angstrom": [[1.23645, 2.87002, 1.76459], [0.02501, 2.56966, 1.68121], [-0.55289, 1.31341, 2.03620], [0.45738, 0.24890, 1.98273], [0.88719, -0.16214, 3.07151], [0.87117, -0.24987, 0.51785], [1.77071, 0.68510, -0.11558], [-0.34415, -0.20886, -0.28254], [1.55504, -1.70097, 0.44084], [2.54342, -1.92507, 1.46716], [2.32579, -1.71665, -0.79396], [0.53264, -2.93443, 0.53822], [-0.40337, -2.81965, 1.62699], [1.31628, -4.11394, 0.83058], [-0.29402, -3.26802, -0.79248], [-1.37652, -3.90056, -0.64481], [0.08920, -2.97003, -2.15033], [-0.89752, 3.58904, 1.21910], [-1.71636, 3.10274, -0.19340], [-2.48841, 4.43868, -0.96942], [-0.59766, 2.50388, -1.36079], [-3.14996, 1.79288, 0.12212], [-0.40017, -2.17869, -2.49214], [-2.77886, 4.06714, -1.85231], [-0.17314, 3.32714, -1.73872], [1.56273, -2.35969, -3.91262]], "forces_ev_per_a": [[-6.0, -1.8, -0.3], [4.8, 1.1, 0.6], [1.7, 1.5, -2.0], [1.5, -0.6, 5.0], [-1.8, 1.3, -5.7], [0.1, 1.9, -1.4], [-2.4, -2.4, 1.8], [2.6, -0.7, 1.5], [2.8, -0.5, 1.0], [-3.0, 1.1, -2.8], [-2.3, -0.3, 2.4], [0.6, -2.2, 1.5], [2.7, 0.4, -3.3], [-2.0, 3.1, -1.1], [-6.1, -3.5, 1.7], [5.9, 3.5, -1.0], [1.0, 1.4, -0.6], [-0.7, -2.5, -2.3], [0.6, 1.4, -2.0], [2.0, -3.1, 1.3], [-1.8, 2.7, 2.4], [0.3, -0.1, 0.2], [-0.4, -0.8, 0.9], [0.2, 0.6, 0.9], [-0.1, -1.0, 0.3], [-0.3, -0.6, 1.0]]}



[3]
{"formula": "C6H3BrF3NOS", "method": "ωB97M-V/def2-TZVPD", "orbital_gap_ev": [5.35, 5.38], "e_homo_ev": [-8.447, -8.466], "fmax_ev_per_a": 4.71, "e_lumo_ev": [-3.1, -3.1], "relative_energy_kcal_mol": 0.0, "species": ["C", "C", "C", "C", "C", "C", "N", "O", "F", "F", "F", "S", "Br", "H", "H", "H"], "positions_angstrom": [[1.02150, -1.54639, -0.24214], [0.94600, 2.23238, 0.34263], [0.39243, 1.57579, 1.38335], [-0.06949, 0.11136, 1.41555], [0.02072, -0.61549, 0.17583], [-1.17878, -1.23001, -1.70740], [1.87604, -2.22605, -0.62537], [-1.16638, -0.56471, -0.59243], [-1.19704, -2.60212, -1.42633], [-2.41826, -0.99626, -2.31791], [-0.16259, -0.95410, -2.51881], [1.20702, 1.61469, -1.23925], [0.01376, 2.39500, 2.99485], [1.27622, 3.23824, 0.64640], [0.51680, -0.42153, 2.12441], [-1.07795, -0.01080, 1.58662]], "forces_ev_per_a": [[0.6, -0.1, 0.1], [-0.3, -0.3, 1.1], [-0.1, -0.4, -1.2], [2.1, 0.3, -1.1], [0.2, 1.6, -3.9], [-2.5, -2.9, -2.7], [-0.6, 0.3, 0.5], [1.4, 1.1, 3.2], [0.4, 1.6, -0.7], [2.6, 0.0, 0.8], [-1.0, -0.3, 0.1], [-0.5, -1.2, 1.3], [-0.1, 0.6, 1.0], [-0.1, -0.3, -0.7], [0.4, -0.4, 1.0], [-2.5, 0.4, 1.3]]}



[4]
{"formula": "C6H3FNaO8", "method": "ωB97M-V/def2-TZVPD", "orbital_gap_ev": [6.19, 6.83], "e_homo_ev": [-7.970, -8.627], "multiplicity": 2, "fmax_ev_per_a": 2.39, "e_lumo_ev": [-1.8, -1.8], "relative_energy_kcal_mol": 0.0, "species": ["C", "C", "O", "C", "O", "O", "O", "F", "H", "O", "C", "C", "O", "C", "O", "O", "Na", "H", "H"], "positions_angstrom": [[-2.32911, 0.75254, 1.67364], [-2.14516, -0.50266, 1.01655], [-2.78063, -0.85418, -0.06291], [-2.99688, 0.14713, -1.23041], [-1.99841, 0.80452, -1.46476], [-4.12158, 0.03983, -1.66725], [-1.59080, 1.24086, 2.51576], [-3.46474, 1.39353, 1.39412], [-1.61093, -1.27366, 1.57863], [2.14620, 0.89150, 1.08430], [2.39813, 0.28599, 0.07915], [1.77305, -0.94441, -0.50341], [2.48403, -1.11081, -1.72177], [3.40346, -0.16821, -1.86396], [4.18657, -0.05455, -2.74443], [3.34188, 0.69704, -0.78523], [0.74737, 1.29190, 3.22514], [1.89420, -1.82247, 0.15322], [0.66336, -0.81390, -0.67637]], "forces_ev_per_a": [[0.0, -0.3, 0.0], [-0.7, 0.0, -0.3], [0.7, -0.8, 1.3], [-1.3, 1.3, -1.5], [0.4, -0.3, 0.6], [0.6, -0.3, 0.4], [0.9, 0.1, 0.5], [0.2, 0.1, -0.3], [0.1, 0.2, -0.2], [-0.2, -0.3, 0.4], [-0.3, 0.5, 0.0], [-1.2, -0.3, 0.2], [-0.5, -0.7, 0.0], [0.9, 0.1, -0.9], [-0.5, 0.0, 0.5], [0.1, 0.3, 0.4], [-0.6, 0.0, -0.8], [0.2, 0.3, -0.3], [1.1, 0.1, 0.0]]}



[5]
{"formula": "C6H3N3O2", "method": "ωB97M-V/def2-TZVPD", "orbital_gap_ev": 7.36, "e_homo_ev": -10.304, "smiles": "O=C1N=C2N=CC=C2C(=O)N1", "fmax_ev_per_a": 6.26, "e_lumo_ev": -2.9, "relative_energy_kcal_mol": 34.3, "species": ["O", "O", "N", "N", "C", "C", "C", "C", "C", "C", "N", "H", "H", "H"], "positions_angstrom": [[2.77255, 1.76300, -0.66248], [-0.23743, -0.76877, -2.32425], [-0.22777, -0.18841, 2.20188], [1.47184, 0.69836, 0.79624], [1.81640, 1.02965, -0.47752], [0.05379, -0.13617, -1.33985], [-1.46158, -0.61248, 1.94398], [0.34700, 0.04371, 0.91282], [-1.80786, -0.74093, 0.51605], [-0.58743, -0.36835, -0.12919], [1.11522, 0.61257, -1.60479], [-2.16603, -0.77313, 2.66747], [-2.69881, -0.99460, -0.01161], [1.61012, 0.43556, -2.48875]], "forces_ev_per_a": [[-0.2, -0.5, 0.4], [-2.4, -2.2, -1.9], [-2.1, -0.9, -0.4], [-3.1, -1.9, 1.5], [3.2, 2.7, -2.7], [-1.2, -2.4, -5.6], [3.5, 1.3, -1.4], [0.8, 0.9, 2.4], [4.7, 1.3, -2.5], [-2.4, 0.5, 4.0], [1.7, 1.6, 3.3], [-1.4, -0.5, 2.1], [-0.5, -0.2, 0.1], [-0.5, 0.3, 0.7]]}



[6]
{"formula": "C6H3N4O2", "method": "ωB97M-V/def2-TZVPD", "orbital_gap_ev": 7.28, "e_homo_ev": -3.437, "fmax_ev_per_a": 3.95, "e_lumo_ev": 3.8, "total_charge": -1, "relative_energy_kcal_mol": 37.7, "species": ["C", "C", "C", "C", "C", "C", "N", "N", "N", "N", "O", "O", "H", "H", "H"], "positions_angstrom": [[0.46162, -1.60206, -1.73906], [1.22659, -0.76305, -0.85076], [-0.89121, -1.43634, -1.87718], [0.60657, 0.07918, 0.06945], [-0.80935, 0.08110, -0.14519], [-1.72198, 1.51305, 1.59922], [0.70136, 1.17532, 2.86749], [-1.55294, -0.50746, -1.06782], [-1.61250, 0.87582, 0.61585], [1.49363, 1.51628, 2.12900], [2.47224, 2.11739, 1.85691], [-2.19918, 2.21112, 2.44466], [1.08731, -2.20778, -2.41924], [2.21866, -1.09409, -0.79556], [-1.48081, -1.95850, -2.68777]], "forces_ev_per_a": [[1.3, 0.8, -0.5], [-3.1, -1.4, 0.2], [-0.9, 1.2, 0.3], [0.1, 0.0, -0.6], [1.2, -0.6, -1.4], [-2.3, 1.8, 1.4], [0.4, -0.2, -1.4], [0.9, -2.4, -1.6], [-0.1, 0.5, 0.7], [-1.6, -0.2, 3.6], [1.1, 0.2, -1.9], [1.2, -0.6, -0.3], [-0.8, -0.1, 0.3], [1.8, 0.4, 0.1], [0.6, 0.7, 1.2]]}



[7]
{"formula": "C6H3N5", "method": "ωB97M-V/def2-TZVPD", "orbital_gap_ev": 9.42, "e_homo_ev": -10.010, "fmax_ev_per_a": 6.18, "e_lumo_ev": -0.6, "relative_energy_kcal_mol": 14.6, "species": ["C", "C", "C", "C", "C", "C", "H", "H", "H", "N", "N", "N", "N", "N"], "positions_angstrom": [[-0.30730, 1.25321, -1.99327], [0.18840, 0.43093, -0.99474], [1.83991, -0.93735, -0.47594], [0.32762, -0.64884, 1.08496], [-1.63900, -0.11946, 1.86306], [-0.45653, 0.12656, 0.24153], [2.61920, -1.50316, -0.88720], [-0.01324, -1.05718, 3.26502], [-2.32562, 0.06065, 2.65913], [-0.61240, 2.04648, -2.81037], [1.31160, -0.12813, -1.32830], [1.42835, -1.26347, 0.70819], [-0.39316, -0.79667, 2.23589], [-1.73424, 0.40884, 0.71022]], "forces_ev_per_a": [[-2.2, 4.4, -3.8], [-1.5, -1.0, 2.2], [0.9, -1.5, -0.1], [-0.2, -0.3, 0.3], [1.0, -0.7, 3.5], [0.8, 0.7, -3.2], [1.5, -0.7, -0.1], [-1.5, 0.8, -3.6], [-0.7, -0.3, 0.3], [0.8, -2.5, 2.4], [0.4, 1.0, -1.3], [0.2, -0.2, 1.8], [-1.1, 0.6, 1.7], [1.7, -0.2, -0.2]]}



[8]
{"formula": "C6H3NO", "method": "ωB97M-V/def2-TZVPD", "orbital_gap_ev": 7.90, "e_homo_ev": -9.738, "smiles": "C#CC1=NC=CC1=O", "fmax_ev_per_a": 6.91, "e_lumo_ev": -1.8, "relative_energy_kcal_mol": 65.8, "species": ["C", "C", "C", "C", "C", "C", "H", "H", "H", "N", "O"], "positions_angstrom": [[1.02964, 0.07786, 0.21745], [0.93862, 1.03954, 1.28302], [-0.31536, 1.13090, 1.64330], [-0.38309, -0.33520, -0.04199], [-0.90365, -1.00499, -1.22412], [-1.57173, -1.28222, -2.30914], [1.82680, 1.32860, 1.74131], [-0.89767, 1.68628, 2.39815], [-2.02026, -1.88888, -3.18589], [-1.19399, 0.29776, 0.75131], [2.08532, -0.12071, -0.45298]], "forces_ev_per_a": [[4.4, -0.2, -3.3], [0.3, -0.4, 0.9], [-2.6, -0.4, -0.2], [-2.2, 0.2, -0.7], [-3.7, -1.2, -5.7], [3.3, -0.2, 4.7], [1.1, 1.0, 0.7], [0.9, -0.3, -0.4], [1.0, 1.6, 2.0], [1.5, -0.1, -0.1], [-3.9, 0.0, 2.1]]}